# 1
A molecular structure, C3HO2Pb at a distorted geometry, computed with the ωB97M-V functional and the def2-TZVPD basis.

Cartesian coordinates (Å):
C 0.182 0.069 1.750
H 0.530 -0.260 2.722
C -0.502 0.627 0.833
O 0.547 -1.012 0.128
C -0.277 -0.137 -0.394
Pb 0.027 0.680 -3.463
O -0.508 0.032 -1.575

Results
HOMO energy (alpha / beta) in eV: -19.26 / -19.72
LUMO energy (alpha / beta) in hartree: -0.42223 / -0.42207
Multiplicity: 2
Gap between HOMO and LUMO (alpha / beta) in eV: 7.766 / 8.237
Charge: +2
⟨S²⟩: 0.79

=====

# 2
10 unconnected molecules or ions with the total composition C18H58BN21O11PS at a distorted geometry, computed with the ωB97M-V functional and the def2-TZVPD basis.

Cartesian coordinates (Å):
C -3.167 0.623 5.134
B -2.828 2.000 4.350
O -3.016 3.209 5.076
C -2.322 2.091 2.813
C -2.840 3.336 1.930
N -3.879 2.720 1.006
C -4.275 1.577 1.761
N -5.483 1.193 2.110
S -6.859 2.159 1.594
P -5.795 -0.257 3.105
C -5.572 -1.849 2.137
C -7.518 -0.151 3.875
N -2.991 0.947 2.086
C -2.172 0.522 0.930
C -0.839 -0.256 1.357
C -0.930 -0.978 2.755
O 0.314 0.624 1.376
H -2.356 0.313 5.845
H -3.300 -0.232 4.415
H -4.142 0.807 5.681
H -3.644 3.001 5.786
H -1.206 2.156 2.751
H -2.099 3.852 1.274
H -3.460 4.061 2.535
H -4.615 3.359 0.703
H -6.985 3.043 2.664
H -6.563 -2.254 1.793
H -4.802 -1.773 1.329
H -5.175 -2.605 2.878
H -8.311 -0.367 3.108
H -7.521 -0.897 4.712
H -7.633 0.905 4.253
H -2.746 -0.176 0.252
H -1.821 1.369 0.272
H -0.621 -1.029 0.572
H -1.867 -1.585 2.853
H -0.824 -0.272 3.632
H -0.064 -1.702 2.794
H 0.459 0.840 2.316
C 3.278 2.931 2.035
O 2.820 2.383 3.032
N 3.082 2.448 0.783
N 4.022 4.070 2.105
H 3.446 2.876 -0.048
H 2.536 1.606 0.699
H 4.186 4.454 3.019
H 4.407 4.534 1.305
C 1.788 2.950 -2.676
O 2.595 2.148 -2.224
N 1.938 4.297 -2.547
N 0.674 2.559 -3.346
H 1.288 4.969 -2.910
H 2.752 4.623 -2.057
H 0.533 1.570 -3.462
H -0.001 3.195 -3.726
C -0.976 -2.086 -2.242
O -1.455 -2.563 -1.217
N -1.194 -2.623 -3.472
N -0.188 -0.983 -2.233
H -0.809 -2.248 -4.320
H -1.774 -3.447 -3.520
H -0.003 -0.562 -1.340
H 0.220 -0.574 -3.057
C 1.384 -0.224 6.174
O 0.374 0.335 5.748
N 2.489 -0.413 5.410
N 1.482 -0.697 7.439
H 3.322 -0.867 5.739
H 2.459 -0.073 4.464
H 0.684 -0.576 8.036
H 2.301 -1.156 7.801
C 2.455 -0.177 -5.184
O 1.991 -0.681 -4.157
N 2.240 -0.686 -6.422
N 3.217 0.939 -5.144
H 2.615 -0.284 -7.262
H 1.679 -1.517 -6.487
H 3.389 1.334 -4.232
H 3.608 1.384 -5.959
C 5.238 2.969 -8.046
O 4.654 1.995 -7.587
N 5.948 2.914 -9.201
N 5.224 4.185 -7.438
H 6.434 3.698 -9.595
H 5.981 2.030 -9.678
H 4.708 4.263 -6.580
H 5.695 4.994 -7.797
C 3.106 -4.056 6.938
O 3.048 -2.949 7.458
N 4.280 -4.709 6.738
N 2.000 -4.722 6.517
H 4.350 -5.614 6.314
H 5.119 -4.245 7.038
H 1.114 -4.267 6.649
H 2.023 -5.628 6.088
C 5.156 -3.401 -4.873
O 4.325 -3.464 -5.765
N 4.973 -2.638 -3.762
N 6.332 -4.086 -4.916
H 5.640 -2.570 -3.016
H 4.112 -2.118 -3.698
H 6.499 -4.660 -5.723
H 7.027 -4.048 -4.194
C -4.970 -3.559 -4.128
O -4.195 -4.474 -4.363
N -6.311 -3.661 -4.340
N -4.554 -2.362 -3.635
H -6.963 -2.923 -4.155
H -6.651 -4.533 -4.705
H -3.567 -2.260 -3.469
H -5.166 -1.595 -3.433

Results
HOMO energy in eV: -10.67
LUMO energy in hartree: -0.10962
Gap between HOMO and LUMO in eV: 7.687
Charge: +1

=====

We obtain E_tot values of -12444.7612, -94225.3478 eV for the records listed above, in that order.